The following is a DFT calculation (ωB97M-V/def2-TZVPD) of a cluster of 15 separate species, C44H115N3O15 in total at a distorted geometry.

Element x y z (Å)
C: -14.84 -22.28 -14.94
C: -14.40 -22.50 -13.47
C: -13.50 -23.75 -13.45
C: -12.88 -24.00 -12.11
C: -12.11 -22.76 -11.62
C: -12.91 -21.44 -11.63
N: -13.62 -21.33 -12.94
O: -14.21 -20.07 -13.19
C: -13.80 -21.24 -10.41
C: -11.82 -20.31 -11.62
C: -15.70 -22.77 -12.60
H: -13.96 -22.09 -15.56
H: -15.52 -21.43 -14.95
H: -15.30 -23.16 -15.39
H: -14.06 -24.66 -13.68
H: -12.71 -23.74 -14.20
H: -12.25 -24.88 -12.26
H: -13.60 -24.23 -11.33
H: -11.17 -22.66 -12.16
H: -11.80 -23.08 -10.62
H: -14.70 -20.65 -10.58
H: -14.20 -22.21 -10.10
H: -13.28 -20.77 -9.58
H: -11.31 -20.16 -12.57
H: -12.20 -19.32 -11.39
H: -11.15 -20.48 -10.79
H: -15.48 -23.58 -11.90
H: -16.55 -23.06 -13.23
H: -16.04 -21.87 -12.10
H: -13.68 -19.70 -13.90
C: -13.69 -30.90 -15.13
C: -13.26 -29.40 -14.97
C: -12.05 -29.42 -13.92
C: -11.34 -28.08 -13.84
C: -10.77 -27.82 -15.21
C: -11.84 -27.62 -16.30
N: -12.74 -28.81 -16.24
O: -13.64 -28.87 -17.28
C: -12.54 -26.32 -16.03
C: -11.13 -27.54 -17.72
C: -14.46 -28.57 -14.35
H: -12.81 -31.45 -15.46
H: -14.44 -31.17 -15.87
H: -14.00 -31.35 -14.18
H: -12.38 -29.63 -12.91
H: -11.27 -30.15 -14.13
H: -10.51 -28.17 -13.13
H: -12.02 -27.28 -13.55
H: -10.06 -28.54 -15.61
H: -10.22 -26.88 -15.11
H: -13.02 -26.27 -15.05
H: -11.79 -25.54 -16.07
H: -13.30 -26.14 -16.79
H: -10.39 -26.75 -17.75
H: -10.64 -28.49 -17.94
H: -11.87 -27.31 -18.49
H: -15.32 -28.48 -15.02
H: -14.16 -27.63 -13.89
H: -14.85 -29.19 -13.55
H: -14.28 -28.22 -16.98
C: -18.26 -27.78 -13.73
C: -18.04 -27.69 -12.21
C: -18.35 -29.09 -11.64
C: -18.03 -29.28 -10.14
C: -16.50 -28.96 -9.94
C: -16.08 -27.60 -10.55
N: -16.67 -27.36 -11.88
O: -16.21 -26.20 -12.45
C: -16.42 -26.38 -9.56
C: -14.53 -27.69 -10.67
C: -19.07 -26.63 -11.56
H: -19.28 -28.11 -13.95
H: -17.60 -28.36 -14.37
H: -18.20 -26.79 -14.17
H: -19.39 -29.37 -11.82
H: -17.91 -29.91 -12.21
H: -18.18 -30.32 -9.85
H: -18.65 -28.65 -9.50
H: -15.75 -29.69 -10.24
H: -16.44 -28.88 -8.86
H: -17.46 -26.39 -9.25
H: -15.98 -26.49 -8.57
H: -16.03 -25.41 -9.87
H: -14.16 -28.46 -11.34
H: -14.06 -26.82 -11.11
H: -14.06 -27.86 -9.70
H: -19.14 -26.69 -10.48
H: -20.04 -26.84 -12.02
H: -18.75 -25.62 -11.80
H: -15.47 -26.50 -12.98
C: -10.69 -22.25 -15.88
C: -11.54 -22.59 -17.10
O: -12.22 -21.42 -17.43
H: -10.07 -21.38 -16.06
H: -10.15 -23.14 -15.56
H: -11.34 -21.98 -15.04
H: -12.22 -23.41 -16.90
H: -10.92 -22.91 -17.94
H: -11.64 -20.87 -17.96
C: -12.43 -17.76 -8.60
C: -12.34 -16.73 -9.69
O: -11.01 -16.35 -9.89
H: -11.73 -17.69 -7.76
H: -12.23 -18.70 -9.11
H: -13.42 -17.82 -8.15
H: -12.93 -15.83 -9.51
H: -12.70 -17.10 -10.65
H: -11.04 -15.88 -10.72
C: -11.70 -18.51 -14.98
C: -12.49 -18.48 -16.26
O: -13.58 -19.39 -16.12
H: -12.38 -18.15 -14.21
H: -10.85 -17.84 -14.92
H: -11.37 -19.54 -14.80
H: -11.86 -18.70 -17.12
H: -12.90 -17.48 -16.37
H: -13.19 -20.22 -16.42
C: -20.51 -24.08 -14.63
C: -19.33 -23.14 -14.58
O: -19.89 -21.86 -14.43
H: -20.75 -24.45 -13.64
H: -20.35 -24.87 -15.36
H: -21.42 -23.61 -14.99
H: -18.67 -23.27 -15.44
H: -18.78 -23.47 -13.70
H: -19.21 -21.20 -14.25
C: -11.28 -26.86 -9.30
C: -9.89 -26.30 -9.32
O: -9.01 -27.14 -10.04
H: -11.79 -26.92 -10.26
H: -11.95 -26.27 -8.67
H: -11.23 -27.80 -8.73
H: -9.55 -26.15 -8.30
H: -10.01 -25.31 -9.74
H: -9.20 -28.02 -9.71
C: -16.28 -26.19 -16.58
O: -15.81 -27.09 -17.47
H: -16.22 -26.48 -15.53
H: -15.83 -25.21 -16.71
H: -17.32 -25.94 -16.82
H: -15.74 -26.70 -18.35
C: -15.66 -17.81 -10.13
O: -16.17 -16.60 -9.71
H: -15.31 -18.49 -9.36
H: -16.41 -18.37 -10.69
H: -14.84 -17.65 -10.83
H: -16.34 -16.62 -8.77
C: -18.35 -22.80 -10.05
O: -18.87 -23.62 -9.03
H: -18.58 -23.21 -11.03
H: -18.86 -21.84 -10.04
H: -17.26 -22.75 -9.96
H: -19.82 -23.53 -9.11
C: -14.72 -20.76 -6.94
O: -15.53 -20.88 -5.75
H: -13.80 -20.23 -6.67
H: -14.35 -21.72 -7.31
H: -15.18 -20.19 -7.75
H: -16.16 -21.59 -5.89
C: -9.13 -22.02 -9.45
O: -10.14 -22.26 -8.45
H: -8.40 -22.75 -9.11
H: -9.34 -22.27 -10.49
H: -8.79 -20.98 -9.36
H: -9.76 -21.88 -7.65
C: -9.14 -18.09 -12.57
O: -8.53 -17.03 -13.25
H: -9.57 -18.83 -13.23
H: -8.41 -18.50 -11.88
H: -9.90 -17.70 -11.89
H: -8.12 -17.43 -14.02
C: -15.99 -17.32 -16.47
O: -16.02 -18.30 -15.51
H: -15.65 -17.73 -17.42
H: -16.89 -16.71 -16.57
H: -15.24 -16.55 -16.27
H: -15.21 -18.81 -15.45

Gap between HOMO and LUMO (alpha / beta) (eV): 8.34 / 2.59
E_HOMO (alpha / beta) (eV): -10.1 / -9.7
Spin multiplicity: 2
Net charge: +1
Expectation value of S²: 0.759
E_tot (eV): -82658.193

=====

The following is a DFT calculation (ωB97M-V/def2-TZVPD) of a cluster of 10 separate species, C44H118N10O12 in total at a distorted geometry.

Element x y z (Å)
C: 5.08 6.37 -0.77
O: 5.47 5.73 -2.00
C: 4.48 5.28 -2.89
C: 3.75 6.47 -3.63
C: 2.25 6.53 -3.80
N: 4.23 6.66 -4.97
H: 4.14 6.92 -0.82
H: 5.93 6.83 -0.26
H: 4.78 5.60 -0.07
H: 5.01 4.66 -3.62
H: 3.79 4.56 -2.47
H: 4.02 7.42 -3.17
H: 1.93 6.31 -2.78
H: 1.88 5.61 -4.26
H: 1.98 7.45 -4.31
H: 3.79 5.99 -5.58
H: 5.10 6.17 -4.85
C: -1.83 2.49 -1.30
O: -1.20 1.34 -1.84
C: -1.35 0.15 -1.08
C: -0.33 -0.77 -1.89
C: -0.49 -2.25 -1.58
N: 1.08 -0.30 -1.74
H: -1.37 2.78 -0.36
H: -2.89 2.35 -1.09
H: -1.83 3.37 -1.93
H: -1.00 0.32 -0.06
H: -2.35 -0.28 -0.98
H: -0.49 -0.61 -2.95
H: -0.36 -2.31 -0.50
H: 0.26 -2.87 -2.07
H: -1.45 -2.68 -1.86
H: 1.08 0.71 -1.80
H: 1.32 -0.55 -0.80
C: -5.98 -5.95 -0.02
O: -6.84 -7.06 -0.19
C: -6.43 -7.89 -1.31
C: -7.28 -9.24 -1.25
C: -6.94 -10.12 -0.03
N: -7.06 -9.92 -2.45
H: -5.88 -5.31 -0.90
H: -5.02 -6.33 0.31
H: -6.48 -5.32 0.71
H: -6.83 -7.29 -2.13
H: -5.34 -7.88 -1.34
H: -8.36 -9.12 -1.27
H: -7.43 -9.82 0.90
H: -5.86 -10.10 0.14
H: -7.14 -11.18 -0.15
H: -7.24 -9.27 -3.21
H: -6.12 -10.27 -2.48
C: 0.02 9.46 7.02
O: 0.34 8.25 6.23
C: 0.24 8.45 4.80
C: 0.66 7.23 3.98
C: 1.99 6.58 4.43
N: 0.86 7.70 2.68
H: 0.15 9.37 8.10
H: -1.06 9.65 7.01
H: 0.51 10.31 6.55
H: -0.80 8.73 4.65
H: 1.00 9.15 4.43
H: -0.14 6.51 4.11
H: 2.77 7.34 4.37
H: 2.34 5.62 4.04
H: 2.03 6.48 5.51
H: 0.80 6.88 2.10
H: 1.79 8.04 2.51
C: -5.03 -0.20 -8.78
O: -5.02 -1.40 -8.20
C: -4.37 -2.44 -8.90
C: -4.04 -3.68 -7.98
C: -2.90 -3.34 -6.98
N: -3.68 -4.92 -8.64
H: -5.53 0.51 -8.12
H: -5.38 -0.28 -9.81
H: -4.05 0.25 -8.91
H: -4.92 -2.85 -9.75
H: -3.65 -2.05 -9.63
H: -4.83 -3.81 -7.24
H: -3.16 -2.61 -6.21
H: -2.03 -3.03 -7.57
H: -2.55 -4.20 -6.42
H: -4.38 -5.12 -9.34
H: -3.54 -5.80 -8.16
C: -7.39 3.85 0.47
O: -7.54 2.91 -0.57
C: -7.66 1.58 -0.16
C: -8.11 0.79 -1.37
C: -6.98 0.48 -2.35
N: -9.27 1.42 -2.06
H: -8.15 4.62 0.34
H: -6.40 4.27 0.64
H: -7.75 3.56 1.45
H: -6.69 1.31 0.27
H: -8.37 1.35 0.64
H: -8.44 -0.22 -1.13
H: -6.41 1.35 -2.67
H: -7.41 0.04 -3.25
H: -6.12 -0.13 -2.04
H: -9.92 1.62 -1.31
H: -9.01 2.39 -2.19
C: 2.15 1.99 -7.67
O: 3.26 2.88 -7.75
C: 3.89 2.86 -9.01
C: 4.29 1.49 -9.54
C: 5.31 0.80 -8.63
N: 4.86 1.61 -10.83
H: 2.33 0.95 -7.93
H: 1.48 2.33 -8.45
H: 1.55 2.11 -6.76
H: 3.27 3.42 -9.71
H: 4.82 3.39 -8.82
H: 3.48 0.78 -9.65
H: 5.51 -0.21 -8.99
H: 4.85 0.61 -7.67
H: 6.22 1.38 -8.45
H: 5.81 1.95 -10.77
H: 4.84 0.63 -11.08
C: -4.95 -5.81 5.47
O: -3.76 -6.02 4.74
C: -2.60 -6.41 5.53
C: -1.35 -5.60 5.07
C: -0.76 -5.65 3.68
N: -0.25 -6.09 5.84
H: -4.77 -5.13 6.30
H: -5.35 -6.77 5.80
H: -5.58 -5.33 4.72
H: -2.63 -6.24 6.61
H: -2.65 -7.49 5.48
H: -1.58 -4.56 5.29
H: -1.58 -5.84 2.98
H: 0.00 -6.40 3.46
H: -0.37 -4.65 3.48
H: -0.45 -6.12 6.84
H: 0.60 -5.58 5.66
C: 3.47 -0.29 5.27
O: 2.58 -0.61 6.35
C: 1.56 0.42 6.48
C: 1.07 0.60 7.90
N: 2.16 1.15 8.65
C: 1.80 1.88 9.89
C: 2.91 2.74 10.36
O: 4.10 2.03 10.77
C: 4.90 2.84 11.55
H: 4.07 0.58 5.52
H: 2.88 -0.29 4.34
H: 4.15 -1.14 5.35
H: 0.74 -0.07 5.97
H: 1.69 1.34 5.91
H: 0.73 -0.41 8.14
H: 0.28 1.33 7.71
H: 3.00 0.60 8.61
H: 1.68 1.16 10.71
H: 0.90 2.50 9.91
H: 2.49 3.24 11.24
H: 3.16 3.44 9.57
H: 5.68 2.23 12.01
H: 4.44 3.35 12.39
H: 5.50 3.56 10.99
C: 5.33 -5.06 2.65
O: 6.08 -4.18 1.85
C: 5.25 -3.73 0.78
C: 6.13 -3.37 -0.40
N: 6.96 -2.24 -0.11
C: 6.29 -0.96 -0.49
C: 6.96 0.15 0.12
O: 6.49 0.29 1.45
C: 7.22 1.35 2.08
H: 5.89 -5.60 3.42
H: 4.94 -5.79 1.95
H: 4.42 -4.69 3.12
H: 4.59 -2.93 1.12
H: 4.58 -4.48 0.35
H: 5.44 -3.20 -1.23
H: 6.88 -4.02 -0.85
H: 7.10 -2.33 0.89
H: 5.26 -0.99 -0.15
H: 6.25 -1.13 -1.57
H: 6.76 1.07 -0.44
H: 8.04 0.13 -0.05
H: 6.70 1.61 3.01
H: 7.41 2.21 1.43
H: 8.22 1.01 2.35

Gap between HOMO and LUMO (eV): 8.48
E_HOMO (eV): -8.5
Spin multiplicity: 1
Net charge: 0
E_tot (eV): -86996.809
Structure (SMILES): COC[C@H](C)N.COC[C@H](C)N.COC[C@H](C)N.COC[C@H](C)N.COC[C@H](C)N.COC[C@H](C)N.COC[C@H](C)N.COC[C@H](C)N.COCCNCCOC.COCCNCCOC